# 1
This record from the OMol25 dataset describes a molecular structure, C33H37Cl2N3P3PdSe2. The level of theory is ωB97M-V with the def2-TZVPD basis set.

Structure (XYZ):
```
81
Properties=species:S:1:pos:R:3:mulliken_charge:R:1
Pd 0.740 1.033 -2.290 -0.842
Se 1.187 0.624 5.033 -0.437
P 0.665 -0.446 3.291 0.234
C 1.031 -2.229 3.494 0.452
C 0.221 -3.230 2.963 0.756
C 0.512 -4.567 3.190 -0.866
C 1.632 -4.918 3.930 -0.485
C 2.455 -3.926 4.449 -0.803
C 2.148 -2.588 4.244 -0.718
C -1.140 -0.322 3.117 0.113
C -1.660 0.730 2.368 -0.292
C -3.021 0.998 2.392 -0.463
C -3.870 0.214 3.159 -0.490
C -3.357 -0.841 3.906 -0.830
C -1.994 -1.102 3.896 -0.015
C 1.375 0.195 1.767 0.676
C 1.273 0.067 0.359 0.066
N 2.051 1.040 -0.162 0.596
N 2.624 1.706 0.830 -1.361
N 2.231 1.224 1.992 -0.107
P 0.485 -1.002 -0.897 1.350
Se 0.914 -1.252 -3.044 -0.591
C 1.067 -2.663 -0.343 -0.019
C 0.387 -3.827 -0.705 -0.093
C 0.963 -5.071 -0.493 -0.822
C 2.238 -5.167 0.054 -0.463
C 2.926 -4.016 0.403 -0.684
C 2.340 -2.769 0.212 -0.414
C -1.325 -1.045 -0.597 0.923
C -1.880 -1.907 0.348 0.840
C -3.255 -1.966 0.539 -0.959
C -4.094 -1.155 -0.208 -0.709
C -3.553 -0.290 -1.153 -0.799
C -2.179 -0.244 -1.354 -0.820
H -0.655 -2.970 2.386 -0.313
H -0.133 -5.334 2.778 0.420
H 1.862 -5.964 4.103 0.387
H 3.326 -4.193 5.036 0.404
H 2.760 -1.806 4.676 0.358
H -0.993 1.341 1.769 0.338
H -3.418 1.817 1.805 0.414
H -4.933 0.425 3.180 0.422
H -4.017 -1.452 4.510 0.393
H -1.586 -1.895 4.509 0.493
H -0.584 -3.753 -1.179 0.457
H 0.425 -5.969 -0.775 0.404
H 2.694 -6.140 0.206 0.409
H 3.919 -4.081 0.834 0.414
H 2.884 -1.872 0.481 0.456
H -1.234 -2.544 0.933 -0.419
H -3.665 -2.642 1.282 0.443
H -5.167 -1.200 -0.057 0.388
H -4.205 0.338 -1.752 0.451
H -1.749 0.405 -2.103 0.436
C -0.643 5.437 -0.560 -1.443
C -0.250 3.959 -0.608 -0.205
P -0.097 3.167 -2.259 0.976
C 0.955 4.363 -3.192 -0.659
C 1.092 3.975 -4.674 -1.220
C -1.778 3.481 -2.986 -0.829
C -2.109 2.592 -4.195 -1.210
H -0.802 5.753 0.474 0.448
H -1.566 5.628 -1.112 0.287
H 0.143 6.069 -0.978 0.296
H -0.979 3.352 -0.063 -0.060
H 0.711 3.794 -0.115 0.472
H 1.930 4.339 -2.701 0.382
H 0.552 5.374 -3.103 0.440
H 1.127 2.893 -4.791 0.213
H 2.005 4.383 -5.112 0.347
H 0.243 4.345 -5.255 0.302
H -1.867 4.537 -3.253 0.502
H -2.487 3.287 -2.178 0.419
H -1.777 3.050 -5.128 0.335
H -3.185 2.416 -4.276 0.340
H -1.606 1.630 -4.113 0.159
Cl 3.288 1.437 -3.131 0.145
C 5.037 1.581 -3.356 -0.505
Cl 5.495 2.902 -4.474 -0.213
H 5.412 0.660 -3.776 0.316
H 5.489 1.795 -2.399 0.285
```

## Properties
* 2S+1: 1
* maximum force: 0.84 eV Å⁻¹
* E_tot: -226378.6097 eV
* total charge: -1


# 2
This record from the OMol25 dataset describes 3 unconnected molecules or ions with the total composition C2H8OS2 at a distorted geometry. The level of theory is ωB97M-V with the def2-TZVPD basis set.

Structure (XYZ):
```
13
Properties=species:S:1:pos:R:3:mulliken_spin:R:1
C 1.369 0.407 0.991 -0.057
S 1.728 -0.446 -0.452 0.911
S -2.052 0.126 0.242 0.139
C -1.287 -1.416 -0.359 -0.012
H 0.290 0.601 1.191 0.004
H 1.850 -0.107 1.857 0.046
H 1.839 1.404 0.863 0.051
H -2.172 -2.106 -0.438 -0.039
H -0.790 -1.400 -1.317 -0.020
H -0.609 -1.878 0.379 0.053
H -0.788 1.429 -0.647 0.018
H 0.636 1.367 -1.271 0.004
O -0.014 2.019 -1.038 -0.097
```

## Properties
* 2S+1: 2
* maximum force: 3.11 eV Å⁻¹
* <S²>: 1.629
* E_tot: -25908.7792 eV
* energy relative to the best compared isomer or geometry (same formula, charge and spin): 458.9 kJ/mol
* total charge: +1


# 3
This record from the OMol25 dataset describes a molecular structure, C22H15Cl5N5O7ReS2 at a distorted geometry. The level of theory is ωB97M-V with the def2-TZVPD basis set.

Structure (XYZ):
```
57
Properties=species:S:1:pos:R:3:mulliken_spin:R:1
Re -1.119 0.009 0.992 0.934
O 0.964 -0.319 -2.735 0.001
C 0.002 -0.242 -1.984 -0.019
O 0.177 -0.147 -0.693 -0.008
C -1.389 -0.309 -2.522 0.004
C -1.552 -0.390 -3.899 -0.002
C -2.814 -0.458 -4.444 0.018
C -3.949 -0.456 -3.652 -0.009
C -3.786 -0.403 -2.288 0.003
C -2.518 -0.312 -1.692 0.017
O -2.426 -0.198 -0.378 0.078
N -4.989 -0.453 -1.451 0.000
O -5.980 0.080 -1.893 0.002
O -4.902 -1.021 -0.385 0.001
N -2.965 -0.538 -5.904 -0.002
O -4.088 -0.671 -6.330 0.003
O -1.948 -0.609 -6.557 0.003
H -0.679 -0.395 -4.536 0.000
H -4.937 -0.501 -4.089 0.000
Cl -0.758 2.568 0.898 -0.002
C 0.701 2.001 1.697 0.053
C 0.724 0.619 1.810 -0.066
C 1.843 0.064 2.407 -0.029
Cl 1.943 -1.660 2.565 0.000
C 2.891 0.868 2.863 -0.003
Cl 4.280 0.155 3.570 0.000
C 2.812 2.261 2.734 0.002
Cl 4.092 3.248 3.289 0.000
C 1.692 2.852 2.141 0.001
Cl 1.553 4.544 1.950 0.000
S -2.213 -0.249 2.999 -0.034
C -1.818 -1.931 2.645 0.029
N -1.178 -1.986 1.498 0.007
C -0.815 -3.274 1.142 -0.003
C -0.154 -3.674 -0.015 0.010
C 0.110 -5.018 -0.176 -0.002
C -0.274 -5.953 0.792 0.002
C -0.934 -5.564 1.941 0.002
C -1.201 -4.209 2.108 0.001
S -2.020 -3.421 3.439 0.008
H 0.124 -2.943 -0.762 0.004
H 0.615 -5.358 -1.069 0.000
H -0.057 -7.000 0.637 0.000
H -1.235 -6.288 2.684 0.000
N 4.128 -0.880 -2.967 0.000
C 4.617 0.134 -2.034 0.000
C 3.490 0.454 -1.050 0.000
N 2.846 -0.827 -0.639 0.001
H 4.881 -1.328 -3.472 0.000
H 3.472 -0.492 -3.637 0.000
H 3.010 -1.447 -1.468 0.000
H 4.935 1.066 -2.507 0.000
H 5.478 -0.274 -1.501 0.000
H 2.714 1.031 -1.548 0.000
H 3.839 0.991 -0.171 0.000
H 3.247 -1.240 0.201 0.000
H 1.819 -0.659 -0.523 -0.004
```

## Properties
* 2S+1: 2
* maximum force: 1.09 eV Å⁻¹
* <S²>: 0.758
* E_tot: -131243.4849 eV
* energy relative to the best compared isomer or geometry (same formula, charge and spin): 0.0 kJ/mol
* total charge: +1


# 4
This record from the OMol25 dataset describes a gas-phase ion, C10H20N3 (charge +1) at a distorted geometry. The level of theory is ωB97M-V with the def2-TZVPD basis set.

Structure (XYZ):
```
33
Properties=species:S:1:pos:R:3:mulliken_charge:R:1
C 1.791 0.993 -1.410 -1.480
C 1.793 0.358 -0.018 1.475
C 3.183 -0.245 0.225 -1.913
C 1.514 1.346 1.111 -1.551
N 0.851 -0.778 0.018 1.282
N 1.330 -1.951 0.050 -1.010
C 0.377 -2.858 0.000 -0.809
C -0.838 -2.197 -0.080 0.197
N -0.627 -0.884 -0.083 0.154
C -1.734 0.095 0.011 1.541
C -2.999 -0.567 -0.560 -2.018
C -1.486 1.354 -0.815 -1.800
C -1.957 0.408 1.492 -1.406
H 0.901 1.572 -1.619 0.259
H 2.644 1.660 -1.488 0.433
H 1.898 0.225 -2.174 0.415
H 3.453 -0.954 -0.551 0.443
H 3.913 0.559 0.223 0.481
H 3.232 -0.749 1.185 0.453
H 1.585 0.844 2.074 0.415
H 2.272 2.124 1.085 0.453
H 0.549 1.831 1.033 0.289
H 0.588 -3.906 0.028 0.436
H -1.808 -2.643 -0.135 0.411
H -3.403 -1.331 0.098 0.482
H -3.767 0.193 -0.668 0.446
H -2.812 -0.988 -1.546 0.517
H -0.699 1.979 -0.411 0.342
H -1.266 1.093 -1.848 0.441
H -2.392 1.953 -0.814 0.561
H -2.811 1.072 1.589 0.415
H -2.172 -0.502 2.049 0.388
H -1.099 0.892 1.949 0.260
```

## Properties
* 2S+1: 1
* maximum force: 3.21 eV Å⁻¹
* E_tot: -15157.3872 eV
* energy relative to the best compared isomer or geometry (same formula, charge and spin): 163.0 kJ/mol
* SMILES: CC(C)(C)n1ncc[n+]1C(C)(C)C
* total charge: +1


# 5
This record from the OMol25 dataset describes 10 unconnected molecules or ions with the total composition C35H93N3O13 at a distorted geometry. The level of theory is ωB97M-V with the def2-TZVPD basis set.

Structure (XYZ):
```
144
Properties=species:S:1:pos:R:3:mulliken_charge:R:1
C -4.324 0.898 -1.123 -0.472
O -3.962 1.838 -2.052 0.064
C -5.028 2.739 -2.392 -0.981
C -4.573 3.954 -3.248 -0.639
N -3.923 5.048 -2.524 -0.447
C -2.602 4.674 -2.054 -0.265
C -1.920 5.739 -1.113 -0.628
O -1.595 7.001 -1.714 -0.351
C -0.970 7.889 -0.790 -0.717
H -4.928 0.219 -1.724 0.392
H -4.915 1.266 -0.284 0.451
H -3.386 0.435 -0.817 -0.383
H -5.502 3.129 -1.491 0.452
H -5.804 2.211 -2.946 0.484
H -5.431 4.271 -3.842 0.470
H -3.852 3.628 -3.998 0.313
H -3.809 5.826 -3.157 0.285
H -2.062 4.688 -3.001 0.214
H -2.559 3.685 -1.598 0.275
H -0.976 5.273 -0.831 0.279
H -2.551 5.865 -0.233 0.388
H -1.453 7.858 0.187 0.306
H -0.995 8.913 -1.163 0.278
H 0.101 7.747 -0.642 0.265
C 1.447 -4.023 -1.291 -0.303
O 2.566 -3.235 -1.647 -0.420
C 2.169 -2.139 -2.559 0.238
C 3.423 -1.491 -3.226 -1.084
N 4.186 -2.397 -4.029 -0.229
C 5.471 -1.782 -4.444 -0.622
C 5.998 -2.715 -5.471 -0.679
O 6.538 -3.879 -4.811 -0.340
C 6.904 -4.918 -5.738 -0.713
H 0.960 -4.509 -2.137 0.329
H 0.776 -3.393 -0.707 -0.310
H 1.768 -4.824 -0.626 0.438
H 1.602 -1.419 -1.969 -0.310
H 1.428 -2.486 -3.279 0.682
H 4.040 -1.238 -2.363 0.307
H 3.133 -0.574 -3.740 0.364
H 4.256 -3.282 -3.547 0.288
H 6.195 -1.719 -3.631 0.316
H 5.394 -0.784 -4.875 0.384
H 6.741 -2.250 -6.119 0.506
H 5.214 -3.050 -6.149 0.348
H 5.956 -5.370 -6.028 0.295
H 7.458 -5.735 -5.277 0.242
H 7.430 -4.449 -6.570 0.288
C -0.706 -3.991 2.624 -0.688
O 0.426 -3.172 2.818 0.026
C 1.069 -3.172 4.065 -0.982
C 1.968 -1.935 4.279 -1.028
N 1.322 -0.605 4.170 0.688
C 0.292 -0.467 5.274 -0.550
C -0.422 0.894 5.036 -0.954
O -1.031 0.850 3.766 0.174
C -1.550 2.017 3.255 -0.972
H -1.531 -3.570 3.199 0.314
H -0.559 -4.979 3.061 0.501
H -0.966 -4.116 1.573 -0.175
H 1.730 -4.038 4.035 0.473
H 0.483 -3.307 4.974 0.455
H 2.815 -2.002 3.596 0.428
H 2.417 -1.985 5.272 0.494
H 0.748 -0.465 3.351 -0.442
H 0.720 -0.474 6.276 0.438
H -0.480 -1.221 5.120 0.313
H 0.355 1.658 5.006 0.354
H -1.179 1.197 5.759 0.413
H -2.245 1.698 2.479 0.145
H -0.755 2.640 2.844 0.207
H -2.170 2.418 4.056 0.403
C -1.402 1.691 -4.316 -1.105
C -0.786 0.741 -3.301 1.576
C -1.226 -0.744 -3.304 -1.253
O 0.605 0.708 -3.497 -0.800
H -2.400 1.843 -3.904 -0.164
H -1.488 1.251 -5.310 0.456
H -0.914 2.665 -4.362 0.293
H -1.064 1.195 -2.350 -0.479
H -0.858 -1.195 -2.382 0.216
H -0.765 -1.301 -4.119 0.301
H -2.282 -0.942 -3.491 0.426
H 0.693 0.414 -4.407 0.510
C -4.267 -2.823 -2.174 -0.992
C -4.302 -3.692 -0.981 0.426
C -2.856 -3.747 -0.355 -1.056
O -5.117 -3.033 -0.083 -0.541
H -3.836 -1.878 -1.843 -0.275
H -5.197 -2.733 -2.735 0.512
H -3.605 -3.248 -2.928 0.391
H -4.875 -4.614 -1.080 0.277
H -2.735 -4.526 0.398 0.599
H -2.571 -2.822 0.146 -0.187
H -2.036 -3.951 -1.043 0.384
H -4.732 -2.989 0.796 0.403
C 5.204 2.365 5.440 -1.576
C 3.737 2.054 5.177 0.728
C 3.459 2.128 3.714 -1.223
O 3.576 0.765 5.571 -0.601
H 5.475 2.525 6.484 0.384
H 5.415 3.300 4.922 0.372
H 5.944 1.681 5.025 0.343
H 3.077 2.685 5.773 0.242
H 2.488 1.710 3.450 0.153
H 4.180 1.534 3.153 0.270
H 3.504 3.172 3.404 0.503
H 2.914 0.475 4.938 0.324
C -6.009 -2.017 3.076 -1.546
C -4.608 -1.420 2.799 1.207
C -4.061 -0.813 4.117 -0.757
O -3.771 -2.505 2.338 -0.600
H -6.670 -1.256 3.492 0.409
H -5.882 -2.741 3.881 0.368
H -6.365 -2.550 2.195 0.367
H -4.774 -0.663 2.032 -0.226
H -3.054 -0.407 4.027 -0.273
H -3.936 -1.558 4.903 0.300
H -4.599 0.056 4.497 0.425
H -2.952 -2.084 2.065 0.277
C 1.325 3.356 -1.832 -1.230
C 2.230 2.371 -1.102 0.848
C 2.671 2.907 0.220 -1.480
O 1.512 1.201 -0.914 0.589
H 0.345 3.277 -1.362 -0.040
H 1.259 3.054 -2.877 0.162
H 1.798 4.336 -1.775 0.630
H 3.126 2.150 -1.682 0.186
H 3.396 3.702 0.045 0.471
H 3.144 2.127 0.816 0.131
H 1.857 3.340 0.802 0.289
H 1.122 0.969 -1.760 -0.497
C -0.571 -0.647 0.801 0.468
O -1.640 -0.864 1.659 1.492
H -0.839 -0.071 -0.085 -0.445
H 0.222 -0.136 1.346 -0.192
H -0.233 -1.601 0.396 -0.628
H -1.368 -0.365 2.433 -0.651
C 3.559 -1.178 0.446 0.198
O 4.097 -2.436 0.333 -0.695
H 4.004 -0.648 1.289 0.299
H 3.561 -0.473 -0.385 0.026
H 2.527 -1.310 0.770 -0.237
H 3.835 -2.769 -0.528 0.435
```

## Properties
* 2S+1: 1
* maximum force: 3.20 eV Å⁻¹
* E_tot: -68884.0259 eV
* energy relative to the best compared isomer or geometry (same formula, charge and spin): 297.2 kJ/mol
* SMILES: COCCNCCOC.COCCNCCOC.COCCNCCOC.CC(C)O.CC(C)O.CC(C)O.CC(C)O.CC(C)O.CO.CO


# 6
This record from the OMol25 dataset describes 5 unconnected molecules or ions with the total composition C32H56BN8O4Si. The level of theory is ωB97M-V with the def2-TZVPD basis set.

Structure (XYZ):
```
102
Properties=species:S:1:pos:R:3:mulliken_charge:R:1
C 3.457 -1.896 -1.032 -1.457
C 2.404 -1.407 -2.046 0.063
C 1.198 -2.346 -2.213 -0.977
C 0.045 -1.994 -1.235 0.156
C -0.214 -3.025 -0.127 -1.690
N -1.179 -1.707 -2.022 1.681
C -1.943 -2.591 -2.732 -0.052
C -1.725 -4.062 -2.785 -0.190
C -2.342 -4.716 -4.030 -0.718
C -2.221 -6.236 -3.950 -0.706
C -3.215 -6.916 -2.988 -0.712
N -4.600 -6.469 -3.013 -0.591
N -2.883 -1.959 -3.385 -1.093
N -2.685 -0.677 -3.069 1.806
O -3.433 0.341 -3.545 -0.532
B -4.687 0.053 -4.203 0.582
O -5.759 0.763 -3.787 -0.468
O -4.705 -0.782 -5.260 -0.424
C -1.681 -0.472 -2.240 -1.537
C -1.239 0.847 -1.718 0.348
C -2.058 1.306 -0.503 -0.791
O -1.817 0.463 0.604 -0.478
Si -3.146 -0.204 1.385 0.627
C -2.519 -1.278 2.759 -1.069
C -4.131 -1.260 0.187 -0.735
C -4.279 1.128 2.051 -1.218
H 3.356 -2.970 -0.846 0.337
H 3.374 -1.382 -0.072 0.349
H 4.467 -1.732 -1.409 0.404
H 2.894 -1.309 -3.017 0.210
H 2.052 -0.416 -1.744 -0.261
H 1.520 -3.376 -2.037 0.808
H 0.851 -2.291 -3.249 0.448
H 0.310 -1.043 -0.780 0.220
H -1.252 -3.356 -0.107 0.397
H 0.030 -2.595 0.844 0.345
H 0.422 -3.903 -0.256 0.382
H -2.146 -4.526 -1.886 0.122
H -0.650 -4.266 -2.768 0.352
H -1.806 -4.349 -4.909 0.332
H -3.388 -4.413 -4.105 0.397
H -2.309 -6.672 -4.949 0.414
H -1.211 -6.491 -3.603 0.322
H -3.201 -7.992 -3.179 0.393
H -2.855 -6.800 -1.959 0.313
H -5.002 -6.533 -3.941 0.254
H -4.702 -5.516 -2.689 0.245
H -5.604 1.314 -3.012 0.303
H -5.524 -1.285 -5.342 0.323
H -0.194 0.779 -1.411 -0.584
H -1.296 1.604 -2.504 0.700
H -1.753 2.331 -0.270 0.564
H -3.125 1.350 -0.763 0.363
H -2.012 -0.715 3.544 0.333
H -1.834 -2.034 2.371 0.247
H -3.367 -1.819 3.191 0.342
H -3.587 -2.156 -0.126 0.026
H -5.049 -1.588 0.684 0.541
H -4.445 -0.697 -0.699 0.137
H -4.400 0.984 3.129 0.371
H -3.916 2.145 1.887 0.326
H -5.273 1.053 1.602 0.364
N 4.593 2.846 -1.359 0.010
C 3.331 2.332 -1.454 -0.818
C 2.783 2.326 -0.199 -0.013
C 3.756 2.858 0.690 -0.781
C 4.861 3.171 -0.057 -0.506
H 5.229 2.965 -2.126 0.187
H 2.928 2.019 -2.405 0.482
H 1.794 1.981 0.061 0.627
H 3.653 2.990 1.754 0.455
H 5.809 3.593 0.226 0.392
N 0.033 1.499 -5.523 0.050
C 0.839 2.129 -6.432 -0.587
C 2.132 1.761 -6.177 -0.826
C 2.109 0.872 -5.069 -0.448
C 0.802 0.732 -4.688 0.141
H -0.965 1.589 -5.484 0.177
H 0.426 2.780 -7.183 0.430
H 2.999 2.090 -6.724 0.410
H 2.956 0.388 -4.610 0.495
H 0.362 0.145 -3.900 0.158
N 4.239 3.396 4.795 0.007
C 3.737 3.228 6.057 -0.431
C 4.227 2.049 6.552 -0.319
C 5.062 1.485 5.549 -0.568
C 5.048 2.337 4.478 -0.408
H 4.047 4.177 4.196 0.218
H 3.077 3.956 6.495 0.307
H 4.014 1.638 7.524 0.412
H 5.610 0.560 5.610 0.417
H 5.545 2.282 3.525 0.367
N 2.101 6.055 8.781 0.046
C 2.835 5.149 9.499 -0.286
C 2.557 5.346 10.825 -0.510
C 1.617 6.409 10.909 -0.381
C 1.356 6.826 9.632 -0.495
H 2.111 6.147 7.783 0.182
H 3.491 4.448 9.012 0.305
H 2.980 4.790 11.645 0.387
H 1.186 6.822 11.806 0.387
H 0.710 7.601 9.260 0.368
```

## Properties
* 2S+1: 1
* maximum force: 0.63 eV Å⁻¹
* E_tot: -62754.9419 eV
* total charge: +1